## i
# C2H4N4O

An isolated molecule of C2H4N4O (ωB97M-V/def2-TZVPD, the OMol25 dataset).

Last columns: bonded neighbours and bond lengths (Å).
Atoms and positions in Å:
1 H 1.74 0.07 2.29  N2 1.018
2 N 0.94 0.62 1.99  H1 1.018, C3 1.279
3 C 0.32 0.29 0.92  N2 1.279, N4 1.526, N8 1.403
4 N 0.37 -1.05 0.19  C3 1.526, N5 1.475, H9 1.174
5 N 0.30 -0.82 -1.26  N4 1.475, C6 1.366
6 C -0.92 -0.38 -1.69  N5 1.366, O7 1.372, H10 1.068
7 O -1.44 0.44 -0.72  C6 1.372, N8 1.382
8 N -0.50 1.07 0.09  C3 1.403, O7 1.382, H11 0.976
9 H 1.53 -1.22 0.27  N4 1.174
10 H -1.18 -0.54 -2.71  C6 1.068
11 H -1.16 1.52 0.64  N8 0.976

Gap between HOMO and LUMO in eV: 9.9
Highest occupied orbital energy in hartree: -0.346
E_LUMO in eV: 0.471

---

## ii
# C2H4N4O

An isolated molecule of C2H4N4O (ωB97M-V/def2-TZVPD, the OMol25 dataset).

Last columns: bonded neighbours and bond lengths (Å).
Atoms and positions in Å:
1 H 3.46 -1.19 -0.05  N2 1.169
2 N 2.75 -0.27 -0.17  H1 1.169, C3 1.359
3 C 1.43 0.00 0.05  N2 1.359, N4 1.375, O8 1.432
4 N 0.91 1.26 0.11  C3 1.375, C5 1.319
5 C -0.37 1.25 -0.23  N4 1.319, N6 1.444, H9 1.082
6 N -0.89 -0.08 -0.48  C5 1.444, N7 1.323, O8 1.604
7 N -2.06 -0.40 0.05  N6 1.323, H10 1.060, H11 1.088
8 O 0.36 -0.96 0.00  C3 1.432, N6 1.604
9 H -1.20 1.93 -0.09  C5 1.082
10 H -2.02 -0.15 1.08  N7 1.060
11 H -2.38 -1.39 -0.28  N7 1.088

Gap between HOMO and LUMO in eV: 8.9
Highest occupied orbital energy in hartree: -0.333
E_LUMO in eV: -0.173

---

Here are the energies relative to the best structure, in kcal/mol: i 7.8; ii 0.0.